*i*
# C5H5N3

One molecule with the formula C5H5N3 (wB97M-V/def2-TZVPD, OMol25).

Summary:
orbital gap	10.10	eV

```
13
C5H5N3 wB97M-V/def2-TZVPD
C -0.4704 0.1706 -0.3366
C 1.6947 0.4072 -0.1559
C -0.9522 -0.4503 1.8346
N 0.4565 0.4733 0.5127
N 0.4355 0.0734 1.8509
N 1.6854 0.3539 -1.3729
H -1.3849 -0.4782 2.7903
H 2.6926 0.2814 0.4839
C 0.1760 0.0725 -1.6871
H -0.0335 -0.8783 -2.2536
C -1.5777 -0.1626 0.4822
H -2.6092 -0.7462 0.1476
H -0.1129 0.8832 -2.2960
```

These are the Mulliken partial charges, in e, on atoms 1 to 4:
1. C 0.45
2. C -0.04
3. C -0.29
4. N 0.52

*ii*
# C5H5N3

A 2-piece molecular cluster, C5H5N3 overall (wB97M-V/def2-TZVPD, OMol25).

Summary:
orbital gap	7.57	eV

```
13
C5H5N3 wB97M-V/def2-TZVPD
H -1.6856 -2.0064 1.0209
H 2.0836 2.0500 0.0270
C -0.0317 -0.6212 0.0867
C 0.0351 0.8322 0.0733
H -1.9826 2.0869 0.2347
C 1.2782 -1.1097 0.0303
C 1.4215 1.1418 -0.1430
N -2.1723 -0.0112 -0.0062
H 3.0930 -0.2137 -0.0439
N -1.3167 -1.0217 -0.2902
N 2.0496 -0.0589 0.0723
C -1.5184 1.0828 0.0347
H 1.4597 -2.2289 -0.1618
```

These are the Mulliken partial charges, in e, on atoms 1 to 4:
1. H 0.28
2. H 0.27
3. C 0.44
4. C 0.34

*iii*
# C5H5N3

One molecule with the formula C5H5N3 (wB97M-V/def2-TZVPD, OMol25).

Summary:
orbital gap	7.69	eV

```
13
C5H5N3 wB97M-V/def2-TZVPD
H 0.2972 3.3859 1.0146
H -1.3879 -2.0470 -1.4553
H 0.4644 -3.1148 -0.0953
C 0.3281 0.0842 0.3513
N 0.8442 1.3052 0.4374
C 1.1551 -1.2205 0.6774
N -0.8747 -0.2017 -0.2983
C 0.4194 -2.1231 -0.0731
C -0.6838 -1.4939 -0.7505
N -1.1072 2.5763 -0.4128
H 2.1434 -1.5082 1.0627
H -1.5064 1.8394 -0.7826
C -0.0920 2.5181 0.3247
```

These are the Mulliken partial charges, in e, on atoms 1 to 4:
1. H 0.29
2. H 0.33
3. H 0.51
4. C 0.62

Most favorable structure: *i*. The second most favorable one is 27.2 kJ/mol above it.

*i*
# C5H5N3

C5H5N3 as an isolated structure (wB97M-V/def2-TZVPD, OMol25).

Summary:
orbital gap	7.12	eV

```
13
C5H5N3 wB97M-V/def2-TZVPD
C 1.2741 -0.9674 0.2296
H 3.3262 -0.4491 -0.3011
N -1.1457 -0.8770 0.0117
N -2.9116 0.7758 -0.0414
C 0.0068 -0.2506 0.0780
N 0.1043 1.0446 0.1321
H -2.9383 -1.3116 -0.1683
C 2.2076 -0.0677 -0.2385
H 1.9150 2.0042 -0.2173
H -2.3073 1.5501 0.4853
H 1.4009 -2.0509 0.1984
C 1.4669 1.0676 -0.0055
C -2.3990 -0.4681 -0.1630
```

These are the Mulliken partial charges, in e, on atoms 1 to 4:
1. C -0.52
2. H 0.29
3. N -0.55
4. N -0.59

*ii*
# C5H5N3

One molecule with the formula C5H5N3 (wB97M-V/def2-TZVPD, OMol25).

Summary:
orbital gap	9.11	eV

```
13
C5H5N3 wB97M-V/def2-TZVPD
H -0.4253 1.8061 -0.2666
H 2.2672 -1.6222 0.4226
C -2.2045 0.6328 0.0603
C 2.5086 -0.5423 0.0133
C 1.3701 0.2293 0.0646
H -3.0807 1.2998 0.1897
N -2.4971 -0.6503 0.1092
N -0.3225 -1.4609 -0.0580
H 1.3950 1.2969 0.0177
C -0.9637 0.9438 -0.1526
H 3.6684 -0.1305 -0.2093
C -0.0505 -0.1108 -0.0571
N -1.6651 -1.6917 -0.1339
```

These are the Mulliken partial charges, in e, on atoms 1 to 4:
1. H 0.38
2. H 0.25
3. C -0.37
4. C -0.58

Most favorable structure: *ii*. The second most favorable one is 52.5 kJ/mol above it.

*i*
# C7H16NS

An isolated ion of composition C7H16NS and charge +1 (wB97M-V/def2-TZVPD, OMol25).

Summary:
orbital gap	8.15	eV
net charge	+1

```
25
C7H16NS wB97M-V/def2-TZVPD
H 1.8588 -2.4055 0.7578
S -3.4774 -0.5262 0.5982
H -2.5452 -0.0841 -1.9436
H -1.6385 1.8776 1.1085
C -1.6205 -0.3163 -1.5144
H 3.0785 1.0594 -0.2709
H -2.7491 2.1256 -0.2414
C -1.8090 1.5189 0.1662
H 1.3150 -2.0653 -0.8475
H -4.1881 0.5768 0.2855
H -1.5586 -1.4416 -1.8188
C 1.9976 -1.7009 0.0444
C -1.8030 0.0211 -0.0188
H 0.3640 1.1405 0.8611
H 3.6157 0.0140 1.1533
H -1.1707 -0.2361 2.0081
H 2.9799 -1.9106 -0.1144
H -0.7447 -1.6183 0.9000
H -0.9255 2.0885 -0.2972
H 2.7252 1.5894 1.1224
C 2.8863 0.6176 0.6155
N 0.5669 0.1724 0.7161
C -0.6934 -0.4648 0.9533
C 1.7321 -0.3464 0.5319
H -0.6730 0.1564 -1.8285
```

These are the Mulliken partial charges, in e, on atoms 1 to 4:
1. H 0.49
2. S -0.12
3. H 0.50
4. H 0.58

*ii*
# C7H16NS

A 2-piece molecular cluster, C7H16NS overall (wB97M-V/def2-TZVPD, OMol25).

Summary:
orbital gap	8.23	eV
net charge	+1

```
25
C7H16NS wB97M-V/def2-TZVPD
C 3.5143 1.0261 -1.2223
C 2.7794 -0.1146 -0.6477
H -3.6050 0.1779 2.7067
H -2.8876 1.1973 0.5796
N 1.4457 -0.2146 -1.3113
C -2.7802 -0.3454 2.1718
H 1.0085 0.7031 -1.5126
H 2.8554 1.8210 -1.0106
H -0.6237 -0.0778 2.2248
H 2.7250 -0.0985 0.4463
S -1.9544 0.3152 -1.8907
H -2.8165 -1.4131 2.3369
H -3.3051 0.8533 -1.7325
H -0.6290 -1.5876 0.9269
H -1.1916 -2.1905 -0.8892
C -1.5482 0.4427 2.2389
C -2.2946 0.4157 0.9350
C -1.6949 -0.2528 -0.2184
H 3.3171 -1.1156 -0.8920
H -1.5994 1.3019 2.9538
H 3.6521 0.9309 -2.3322
H 1.5381 -0.7356 -2.1862
H 4.5868 1.2288 -0.9157
H 0.2752 -0.9450 -0.6142
C -0.7672 -1.3228 -0.1452
```

These are the Mulliken partial charges, in e, on atoms 1 to 4:
1. C -1.08
2. C -0.33
3. H 0.27
4. H 0.48

Most favorable structure: *i*. The second most favorable one is 87.9 kJ/mol above it.

*i*
# C8H12F4N2

C8H12F4N2 as an isolated structure (wB97M-V/def2-TZVPD, OMol25).

Summary:
orbital gap	9.26	eV

```
26
C8H12F4N2 wB97M-V/def2-TZVPD
H -2.0591 -0.9339 1.8428
C -1.4221 -1.7817 1.4449
C -1.5115 -0.7890 -0.8590
H -2.5414 -1.1027 -0.8487
F 1.0350 0.8025 -2.6266
C 1.0379 -0.3295 2.0896
H 0.5014 -0.6429 2.9142
N 2.1249 -0.1144 -0.4700
H 1.7362 -1.0487 1.7449
F -2.1006 0.5070 -2.6256
C 0.1106 0.0008 0.9029
H 1.8038 -0.7508 -1.1600
H -1.8532 -2.7163 1.2416
C 1.1052 0.6905 -0.1011
H 0.1637 -1.9410 0.0108
N -0.3486 2.5003 -1.7183
H -1.1168 2.6126 -2.3240
F 1.5229 1.8570 0.3088
H 2.9327 0.4058 -0.6764
H 1.7460 0.5517 2.3338
C 0.0305 1.0880 -1.7300
H -0.8131 -1.9891 2.3172
C -0.6407 -1.1763 0.3339
C -1.0905 0.1362 -1.7037
H 0.4164 3.1614 -2.0567
F -0.7697 1.0025 1.4147
```

These are the Mulliken partial charges, in e, on atoms 1 to 4:
1. H 0.37
2. C -1.81
3. C -0.79
4. H 0.45

*ii*
# C8H12F4N2

One molecule with the formula C8H12F4N2 (wB97M-V/def2-TZVPD, OMol25).

Summary:
orbital gap	9.27	eV

```
26
C8H12F4N2 wB97M-V/def2-TZVPD
C 1.1443 0.9550 -0.4243
N 3.4799 -0.3920 1.4359
C -0.3887 -0.9249 0.5273
H 2.7159 0.1070 -1.6834
H -1.0681 1.5265 -2.0043
H 0.0189 -0.5127 -1.5430
H -1.4414 -3.6762 -1.3568
C 2.4129 0.1468 -0.6498
H -1.5095 1.9337 -0.3607
H 2.6073 -0.4796 1.9286
F 0.7493 -0.9579 1.2915
F 4.4163 -1.0088 -0.4829
H -2.3592 0.5568 -0.9834
H -1.6217 -1.1767 2.4140
F 0.2877 -3.1890 0.3788
C -0.6479 -2.3823 -0.0572
H 1.1443 1.7039 -1.1763
C -1.2816 1.0939 -0.9932
H 4.2520 -0.9789 1.7475
C -1.4517 -0.5148 1.5713
N -1.4762 -2.7253 -0.9347
F 1.1227 1.6181 0.8104
C -0.1782 0.1453 -0.6893
H -1.2088 0.3735 1.9801
H -2.4234 -0.3603 1.1277
C 3.2769 -0.4038 0.1449
```

These are the Mulliken partial charges, in e, on atoms 1 to 4:
1. C -0.09
2. N -0.45
3. C 1.53
4. H 0.40

Most favorable structure: *ii*. The second most favorable one is 46.1 kJ/mol above it.

*i*
# CH3BBr2O2

One molecule with the formula CH3BBr2O2 (wB97M-V/def2-TZVPD, OMol25).

Summary:
orbital gap	9.93	eV

```
9
CH3BBr2O2 wB97M-V/def2-TZVPD
H -1.4976 0.2541 -0.1276
H 1.8658 -0.2352 -1.5271
B 0.3008 0.0211 0.1843
H -0.7462 -0.1443 2.0769
O 0.1580 -0.1161 1.5550
C 1.8171 -0.0689 -0.4534
Br 2.9397 1.5256 -0.2567
O -0.6921 -0.0044 -0.7174
Br 2.6354 -1.7136 0.1743
```

These are the Mulliken partial charges, in e, on atoms 1 to 4:
1. H 0.30
2. H 0.29
3. B 0.60
4. H 0.30

*ii*
# CH3BBr2O2

CH3BBr2O2 as an isolated structure (wB97M-V/def2-TZVPD, OMol25).

Summary:
orbital gap	8.01	eV

```
9
CH3BBr2O2 wB97M-V/def2-TZVPD
Br 1.8949 -1.8547 0.2127
H -0.7014 -1.2213 -1.6836
H 1.4530 -0.0813 2.0227
O -1.7365 1.2653 0.1240
H -2.6100 1.2810 -0.1997
Br 2.5875 1.2153 0.0240
B -0.9532 0.1864 -0.2992
C 1.3863 -0.0029 0.8812
O -1.3206 -0.7879 -1.0820
```

These are the Mulliken partial charges, in e, on atoms 1 to 4:
1. Br -0.18
2. H 0.34
3. H 0.30
4. O -0.40

Most favorable structure: *i*. The second most favorable one is 290.0 kJ/mol above it.

*i*
# C4H6FNS

One molecule with the formula C4H6FNS (wB97M-V/def2-TZVPD, OMol25).

Summary:
orbital gap	9.16	eV

```
13
C4H6FNS wB97M-V/def2-TZVPD
H -1.8178 2.3833 -0.1610
F -0.9138 -1.3606 -0.8423
N -0.1363 1.0563 0.1960
C -1.2897 0.3294 0.7420
H -1.4987 0.5704 1.7490
S 2.0869 -0.3523 0.1465
H 1.2912 1.6139 -1.1215
H -0.6841 -1.7690 1.0794
H -2.3060 -1.5821 0.5298
H -1.5413 0.7880 -1.3097
C -1.3579 -1.1388 0.4278
C -1.3974 1.3596 -0.3758
C 1.1023 0.8638 -0.2777
```

These are the Mulliken partial charges, in e, on atoms 1 to 4:
1. H 0.25
2. F -0.28
3. N -0.13
4. C -0.01

*ii*
# C4H6FNS

A 2-piece molecular cluster, C4H6FNS overall (wB97M-V/def2-TZVPD, OMol25).

Summary:
orbital gap	8.92	eV

```
13
C4H6FNS wB97M-V/def2-TZVPD
H -3.6084 0.2100 1.7009
H -3.9742 -0.9763 0.6475
H 1.2615 1.1088 0.0698
H 2.1155 -1.1570 -1.1864
H 3.6325 -0.4123 -1.4010
C -1.9095 -0.1462 0.6302
C 2.0970 1.0013 -0.5796
F 3.0018 1.7981 -0.1184
H -3.1078 -1.5452 2.0692
S 1.8375 0.9108 -2.4558
C 2.6238 -0.1092 -1.2815
C -3.1584 -0.9288 1.2127
N -0.8116 0.2460 0.6924
```

These are the Mulliken partial charges, in e, on atoms 1 to 4:
1. H 0.21
2. H 0.37
3. H 0.44
4. H 0.19

Most favorable structure: *i*. The second most favorable one is 153.5 kJ/mol above it.